No. 1
Here is a structure of composition C20H37As3N4O6Rh from the Open Molecules 2025 dataset. Energies are from the ωB97M-V functional and the def2-TZVPD basis.

Output
2S+1: 5
F_max, eV/Å: 4.13
Lowest unoccupied orbital energy (spin up / spin down), eV: -4.53 / -6.48
⟨S²⟩: 6.08
ΔE to the lowest compared entry with this formula, charge and spin, eV: 0.000
HOMO-LUMO gap (spin up / spin down), Ha: 0.2121 / 0.1711
Charge: +1

Each line ends with the Löwdin spin population.
Atoms and positions in Å:
1 Rh -18.48344 -3.26662 0.03584  1.989
2 C -21.96055 -4.53904 1.95250  -0.009
3 C -20.93821 -3.70639 1.25460  -0.012
4 N -19.96539 -4.39304 0.61506  0.379
5 O -19.82979 -5.73528 0.69130  0.150
6 C -21.03981 -2.32237 0.92490  0.229
7 C -22.18321 -1.45566 1.43686  0.031
8 N -20.21332 -2.04487 -0.09862  0.178
9 O -20.29531 -0.96318 -0.72320  0.413
10 H -21.79725 -5.59719 1.68593  0.000
11 H -22.96194 -4.24948 1.73755  -0.001
12 H -21.92128 -4.44016 3.10940  -0.005
13 H -19.45830 -5.94318 -0.28610  0.007
14 H -23.13966 -1.95414 1.36539  0.009
15 H -22.32619 -0.44486 0.87537  0.000
16 H -22.09955 -1.29558 2.53178  0.010
17 O -17.56357 -5.57784 -5.61190  0.000
18 C -17.80893 -4.29616 -5.48818  0.001
19 O -17.97817 -3.65950 -6.51900  0.003
20 C -17.93035 -3.69609 -4.16450  0.008
21 C -17.95046 -2.32734 -3.96211  0.002
22 N -18.26469 -2.10104 -2.65519  0.020
23 N -18.45112 -3.34718 -1.98242  0.114
24 C -18.18697 -4.28621 -2.88994  0.013
25 C -18.39586 -5.74948 -2.62190  0.002
26 O -17.79854 -6.59821 -3.43208  -0.001
27 O -19.13469 -6.15550 -1.69533  0.011
28 H -17.62714 -6.10579 -4.65784  0.000
29 H -17.83062 -1.49236 -4.63072  0.000
30 H -18.46609 -1.24539 -2.09009  0.001
31 C -15.90862 -6.01942 0.10358  0.024
32 As -16.57401 -4.51091 1.25448  0.110
33 C -17.19399 -5.43429 2.87298  0.025
34 C -14.80496 -3.83898 1.63508  0.022
35 C -14.59119 -2.31688 1.40326  0.002
36 C -14.50474 -1.93168 -0.07385  0.005
37 C -15.67412 -1.51040 2.16166  0.021
38 As -17.46624 -1.43350 1.40202  0.138
39 C -17.63207 0.50595 0.88886  0.046
40 C -18.47589 -1.50335 3.18637  0.029
41 C -13.32849 -1.81549 2.16745  0.001
42 As -11.47048 -2.45730 1.90455  0.000
43 C -11.17716 -2.89810 -0.00654  0.000
44 C -11.58406 -4.42464 2.39087  0.001
45 H -15.15619 -6.59451 0.71196  0.004
46 H -15.47322 -5.50033 -0.75647  0.000
47 H -16.77889 -6.67517 -0.13710  0.000
48 H -16.40517 -6.06959 3.31746  0.004
49 H -18.04056 -6.09599 2.66862  0.000
50 H -17.41181 -4.59594 3.56429  0.000
51 H -14.14081 -4.49377 1.02750  0.002
52 H -14.74983 -3.98661 2.75880  0.001
53 H -15.38998 -2.35174 -0.57415  0.005
54 H -13.70228 -2.52321 -0.58002  0.000
55 H -14.32588 -0.83068 -0.27302  0.000
56 H -15.30998 -0.48182 2.13849  0.002
57 H -15.73059 -1.75655 3.27540  0.002
58 H -17.95643 1.08020 1.79262  0.005
59 H -18.43446 0.57080 0.20284  0.002
60 H -16.66573 0.87438 0.54662  0.001
61 H -18.05717 -0.70058 3.89609  0.004
62 H -18.27628 -2.47512 3.67047  0.000
63 H -19.55837 -1.45737 3.07662  0.001
64 H -13.40628 -1.95981 3.30146  0.000
65 H -13.17229 -0.75642 2.06953  0.000
66 H -11.42064 -2.05562 -0.63372  0.000
67 H -11.78294 -3.69982 -0.43777  0.000
68 H -10.11731 -3.08645 -0.11113  0.000
69 H -12.32498 -4.42728 3.18744  0.000
70 H -10.54318 -4.58575 2.78709  0.000
71 H -11.74518 -5.12451 1.56250  0.000

No. 2
Here is a structure of composition C20H38Ag4N2O8Zn from the Open Molecules 2025 dataset. Energies are from the ωB97M-V functional and the def2-TZVPD basis.

Output
2S+1: 5
F_max, eV/Å: 3.97
Lowest unoccupied orbital energy (spin up / spin down), eV: -6.48 / -9.51
⟨S²⟩: 6.02
ΔE to the lowest compared entry with this formula, charge and spin, eV: 0.000
HOMO-LUMO gap (spin up / spin down), Ha: 0.1575 / 0.1622
Charge: +2

Each line ends with the Löwdin spin population.
Atoms and positions in Å:
1 Zn -1.78943 1.37339 -2.46722  0.456
2 Ag 1.56644 0.66296 -2.75443  0.157
3 Ag 0.57817 3.20280 -0.71864  0.561
4 Ag -3.40442 0.78479 0.56641  0.091
5 Ag -2.60202 -2.04150 -1.67297  0.083
6 C -4.04989 0.31360 -2.12993  0.079
7 O -3.25904 -0.14676 -3.05466  0.467
8 O -3.76718 1.52995 -1.78931  0.306
9 O -4.37356 -0.53871 -1.22233  0.334
10 C -0.85314 0.14591 -0.49911  0.087
11 O -1.50560 -0.67961 0.25613  0.029
12 O -0.38652 -0.20002 -1.65449  0.114
13 O -1.17643 1.41525 -0.40484  0.213
14 C 2.34586 -2.32380 -2.19881  0.001
15 C 3.66175 -1.79669 -2.74841  0.000
16 C 3.68649 -2.14788 -4.24352  0.000
17 C 4.87716 -1.49514 -4.92702  0.000
18 C 4.66343 0.01878 -4.84265  0.000
19 C 4.60876 0.55748 -3.41434  0.001
20 N 3.70484 -0.33188 -2.64486  0.003
21 O 3.56953 0.10626 -1.26196  0.017
22 C 6.03306 0.57742 -2.84807  0.000
23 C 4.06941 1.98666 -3.44063  0.016
24 C 4.83654 -2.49161 -2.03942  0.000
25 H 2.31274 -3.40986 -2.29579  0.000
26 H 1.49273 -1.91543 -2.75127  0.001
27 H 2.20964 -2.13321 -1.13142  0.000
28 H 3.68728 -3.23221 -4.35612  0.000
29 H 2.75658 -1.77720 -4.69108  0.000
30 H 4.95803 -1.71873 -5.99067  0.000
31 H 5.79240 -1.81408 -4.43040  0.000
32 H 3.72562 0.19591 -5.38774  0.000
33 H 5.40316 0.58276 -5.41393  0.000
34 H 6.45479 -0.43069 -2.82921  0.000
35 H 6.70352 1.20878 -3.42156  0.000
36 H 6.03207 0.88808 -1.79774  0.000
37 H 3.93096 2.35530 -2.42214  0.010
38 H 4.75797 2.61503 -3.99793  0.001
39 H 3.07587 2.03302 -3.92045  0.007
40 H 4.48706 -3.38439 -1.50752  0.000
41 H 5.26359 -1.86050 -1.25767  0.000
42 H 5.62002 -2.92407 -2.65916  0.000
43 H 4.46244 -0.06368 -0.92345  0.000
44 C -1.08127 1.49496 3.07015  0.020
45 C -2.26009 1.03748 3.93683  0.048
46 C -3.08796 2.30302 4.25818  0.000
47 C -4.56831 2.11390 4.54009  0.000
48 C -5.23630 1.21527 3.51748  0.003
49 C -4.52293 -0.13685 3.37867  0.042
50 N -3.07850 0.09922 3.13725  0.570
51 O -2.39339 -1.02070 2.83853  0.142
52 C -4.71066 -1.02542 4.62853  0.043
53 C -5.11320 -0.85318 2.17026  0.013
54 C -1.81757 0.37521 5.23949  0.040
55 H -1.40036 1.67499 2.04098  0.003
56 H -0.60409 2.37953 3.48355  0.002
57 H -0.28971 0.73994 3.01905  0.000
58 H -2.64276 2.70741 5.17313  0.000
59 H -2.89942 3.11618 3.55197  0.000
60 H -4.67135 1.64629 5.52549  0.000
61 H -5.07993 3.06832 4.63981  0.000
62 H -5.28728 1.70460 2.53836  0.001
63 H -6.25474 1.00116 3.84216  0.000
64 H -5.07194 -0.45975 5.48138  0.002
65 H -3.78648 -1.52028 4.92480  0.001
66 H -5.38606 -1.84250 4.38554  0.005
67 H -6.14688 -1.18179 2.26760  0.001
68 H -4.52870 -1.72627 1.87170  0.000
69 H -5.19362 -0.28605 1.21596  0.002
70 H -0.86436 0.77357 5.58542  0.005
71 H -2.56904 0.50616 6.01597  0.001
72 H -1.61813 -0.69438 5.14388  0.002
73 H -1.99570 -0.90656 1.91814  0.019

No. 3
Here is a structure of composition C20H38AlB2O10 from the Open Molecules 2025 dataset. Energies are from the ωB97M-V functional and the def2-TZVPD basis.

Output
F_max, eV/Å: 6.29
Lowest unoccupied orbital energy, eV: -7.74
ΔE to the lowest compared entry with this formula, charge and spin, eV: 3.214
HOMO-LUMO gap, Ha: 0.1669
Charge: +1

Each line ends with the Mulliken charge.
Atoms and positions in Å:
1 Al 0.85573 -0.52134 -0.38574  1.400
2 B 2.68371 0.44933 -2.56470  0.722
3 H 2.95491 1.11562 -1.76048  -0.178
4 H 1.63871 0.56230 -2.80853  -0.303
5 H 3.21734 0.71827 -3.46310  0.019
6 H 2.94233 -0.53361 -2.20247  -0.246
7 B 2.67592 -3.12762 -0.04908  0.854
8 H 2.64718 -3.80553 -0.88804  -0.355
9 H 3.09414 -2.21494 -0.44448  -0.149
10 H 1.70073 -2.86459 0.33048  -0.292
11 H 3.29376 -3.52884 0.73930  -0.097
12 O 2.56928 -0.61479 2.07472  -0.596
13 C 2.92922 -0.72833 3.23921  0.466
14 O 2.39247 -1.68807 4.00367  -0.321
15 C 2.86068 -1.53493 5.28214  -0.537
16 C 4.20967 -0.80951 5.26756  -0.447
17 C 3.95516 0.03951 4.05608  -0.410
18 H 2.90208 -2.47443 5.83325  0.347
19 H 2.06810 -1.00973 5.81513  0.284
20 H 4.98717 -1.54906 5.07609  0.261
21 H 4.40271 -0.30658 6.21515  0.314
22 H 4.85481 0.14635 3.45002  0.346
23 H 3.60233 1.02838 4.34895  0.219
24 O 0.77236 -2.30033 -2.62287  -0.408
25 C 0.67222 -3.32336 -3.28226  0.110
26 O -0.44881 -3.61658 -3.93872  -0.343
27 C -0.33526 -4.82430 -4.68709  -0.446
28 C 1.18009 -5.06618 -4.74253  -0.675
29 C 1.74598 -4.44211 -3.51233  -0.383
30 H -0.79244 -4.82726 -5.67657  0.332
31 H -0.83451 -5.58518 -4.08715  0.266
32 H 1.51673 -4.63202 -5.68394  0.292
33 H 1.50940 -6.09763 -4.86812  0.367
34 H 2.76205 -4.08901 -3.68841  0.369
35 H 1.77833 -5.14549 -2.68027  0.300
36 O 0.00738 0.95524 2.05125  -0.518
37 C -0.44988 1.92269 2.70000  0.429
38 O -1.65302 1.79472 3.29701  -0.291
39 C -2.09466 3.06492 3.83352  -0.452
40 C -1.05040 4.09102 3.27311  -0.595
41 C 0.15579 3.33667 2.89517  -0.289
42 H -1.99298 3.02154 4.91790  0.316
43 H -3.13251 3.25621 3.56083  0.299
44 H -0.84465 4.88214 3.99414  0.376
45 H -1.32742 4.65739 2.38396  0.217
46 H 0.87349 3.35458 3.71535  0.261
47 H 0.61294 3.75679 1.99928  0.278
48 O 0.09423 2.17993 -1.33115  -0.442
49 C -0.53856 2.92040 -2.02572  0.272
50 O -1.58296 3.65848 -1.61673  -0.341
51 C -2.25378 4.17035 -2.68171  -0.438
52 C -1.23686 4.20190 -3.80618  -0.615
53 C -0.19681 3.17838 -3.49114  -0.208
54 H -2.69058 5.13424 -2.42052  0.340
55 H -3.11720 3.56393 -2.95532  0.228
56 H -0.75569 5.17993 -3.80084  0.254
57 H -1.65039 4.13363 -4.81237  0.362
58 H 0.78841 3.60975 -3.66826  0.258
59 H -0.28964 2.23835 -4.03504  0.257
60 O -1.97987 0.29621 0.15164  -0.417
61 C -3.19536 0.02023 0.22638  0.262
62 O -4.06110 0.09465 -0.82828  -0.342
63 C -5.27841 -0.55771 -0.55408  -0.421
64 C -5.37325 -0.49843 0.98477  -0.568
65 C -3.95539 -0.50229 1.47988  -0.135
66 H -5.31668 -1.59384 -0.89032  0.265
67 H -6.05589 -0.00683 -1.08338  0.304
68 H -5.89292 -1.39550 1.32143  0.303
69 H -5.94557 0.36688 1.31910  0.284
70 H -3.75294 -1.48766 1.89961  0.379
71 H -3.83110 0.20271 2.30183  0.048

> What is the F_max in the first record?

4.13 eV/Å

> Which of these has the highest charge?

C20H38Ag4N2O8Zn

> charge of number 3 (C20H38AlB2O10)?

+1

> Which of these has the highest F_max?

C20H38AlB2O10